[1]
{"formula": "C4H10S2", "method": "ωB97M-V/def2-TZVPD", "symbols": ["C", "C", "C", "H", "H", "H", "H", "H", "H", "C", "S", "S", "H", "H", "H", "H"], "xyz": [[-0.615, 0.654, 1.178], [-1.837, 0.206, 0.892], [-2.611, 0.776, -0.290], [-0.117, 0.358, 2.090], [-0.161, 1.352, 0.486], [-2.272, -0.620, 1.441], [-1.917, 0.919, -1.115], [-3.276, 1.602, -0.058], [-3.274, -0.041, -0.612], [1.331, -1.194, -0.697], [2.834, -0.556, -1.595], [4.101, -0.391, 0.082], [0.399, -1.044, -1.225], [1.610, -2.233, -0.592], [1.288, -0.650, 0.237], [4.517, 0.862, -0.223]], "atomic_forces_ev_per_a": [[-0.9388, -0.2559, 0.0856], [0.4519, 0.8696, -0.4387], [-0.1342, -2.1816, 0.1790], [0.3575, -0.1403, -0.1806], [0.2001, 0.2694, 0.3279], [-0.2032, 0.2565, 0.3272], [-0.1542, 0.6635, -0.0377], [0.3538, 0.3409, 0.0330], [-0.0498, 0.2847, -0.2092], [1.4052, 0.2728, -0.2106], [-0.3501, 0.1219, 0.4407], [-0.0859, 0.2793, -0.7204], [0.0737, -0.0068, -0.4294], [-0.6896, -0.2598, 0.4298], [-0.0381, -0.2342, 0.1623], [-0.1983, -0.2800, 0.2412]], "smiles": "C=CC.CSS", "largest_force_ev_per_a": 2.19, "multiplicity": 1, "homo_lumo_gap_ev": 8.998, "e_above_lowest_kcal_mol": 37.60, "e_tot_ev": -25979.3539, "homo_energy_ev": -8.5209}

=====

[2]
{"formula": "C4H11N2O", "method": "ωB97M-V/def2-TZVPD", "symbols": ["O", "C", "C", "C", "C", "N", "N", "H", "H", "H", "H", "H", "H", "H", "H", "H", "H", "H"], "xyz": [[-1.347, -1.471, -1.655], [-2.016, -0.796, -0.792], [-1.261, 0.109, 0.085], [-0.103, -0.697, 0.768], [1.265, -0.641, 0.120], [1.904, 0.691, 0.510], [-0.607, 1.246, -0.716], [-3.117, -0.797, -0.731], [-1.779, 0.692, 0.834], [0.034, -0.538, 1.829], [-0.367, -1.743, 0.749], [1.893, -1.392, 0.580], [1.263, -0.657, -0.965], [1.102, 1.361, 0.543], [2.350, 0.629, 1.417], [2.566, 1.051, -0.185], [-0.547, 0.920, -1.665], [-1.232, 2.030, -0.726]], "atomic_forces_ev_per_a": [[0.1670, -0.0414, 0.0796], [-0.8651, 0.1175, 0.0496], [1.2486, 0.5050, 0.0029], [-0.0549, -0.5258, -0.5367], [-0.0087, 0.6092, 0.3790], [-0.3503, 0.4975, -0.2684], [0.9541, -0.0691, 0.7302], [0.2093, -0.0497, -0.1080], [-0.7414, -0.4658, 0.3824], [-0.0639, 0.6535, 0.5358], [-0.2509, -0.3630, -0.3108], [0.2739, -0.3221, -0.3814], [-0.2040, -0.3406, 0.0778], [0.0762, -0.0958, -0.5066], [0.1396, 0.0395, 0.1553], [-0.1760, -0.1994, 0.2739], [0.0239, -0.1966, -0.4875], [-0.3773, 0.2469, -0.0671]], "largest_force_ev_per_a": 1.35, "multiplicity": 2, "homo_lumo_gap_ev": [3.346, 6.723], "e_above_lowest_kcal_mol": 53.50, "e_tot_ev": -9350.1977, "homo_energy_ev": [-3.5457, -7.0441]}

=====

[3]
{"formula": "C4H3NS2", "method": "ωB97M-V/def2-TZVPD", "symbols": ["S", "C", "C", "C", "N", "C", "S", "H", "H", "H"], "xyz": [[-1.125, 1.333, 2.218], [-1.092, 0.519, 0.943], [-1.313, -0.296, -0.062], [-0.302, -0.761, -1.006], [0.907, -0.574, -0.779], [1.644, 0.091, 0.106], [2.052, 1.695, -0.104], [-2.306, -0.163, -0.393], [-0.429, -1.363, -1.861], [1.963, -0.481, 0.939]], "atomic_forces_ev_per_a": [[0.2209, 0.8875, 1.1550], [-0.2186, -0.7180, -0.0258], [0.4563, 0.4000, -1.4672], [0.0615, 0.1449, 1.6356], [2.1755, 0.0033, 0.0141], [-0.4820, 1.9586, -1.1270], [-0.1379, -1.1137, 0.3152], [-1.2879, -0.4348, -0.4110], [-1.3262, -0.5384, -0.9211], [0.5385, -0.5894, 0.8322]], "smiles": "S=C=C/C=N\\C=S", "largest_force_ev_per_a": 2.31, "multiplicity": 1, "homo_lumo_gap_ev": 7.602, "e_above_lowest_kcal_mol": 34.88, "e_tot_ev": -27354.2515, "homo_energy_ev": -8.4828}

=====

[4]
{"formula": "C27H20BiBr2F6N5O6S8", "method": "ωB97M-V/def2-TZVPD", "symbols": ["Bi", "C", "C", "C", "C", "C", "C", "C", "C", "C", "S", "C", "N", "H", "H", "H", "H", "H", "H", "H", "H", "F", "C", "F", "F", "S", "O", "O", "N", "S", "O", "O", "C", "F", "F", "F", "Br", "C", "C", "C", "Br", "C", "C", "C", "C", "N", "C", "C", "O", "H", "H", "H", "H", "O", "C", "S", "C", "C", "S", "S", "S", "C", "N", "C", "S", "N", "C", "H", "H", "H", "H", "H", "H", "H", "H"], "xyz": [[-0.666, -1.027, 0.123], [1.519, -1.298, -2.596], [0.392, -0.494, -3.174], [0.361, -0.203, -4.560], [-0.641, 0.574, -5.047], [-1.619, 1.102, -4.173], [-2.636, 1.962, -4.642], [-3.536, 2.472, -3.750], [-3.456, 2.139, -2.389], [-2.492, 1.288, -1.881], [-2.489, 0.992, -0.158], [-1.535, 0.755, -2.806], [-0.538, -0.065, -2.358], [2.308, -1.451, -3.333], [1.168, -2.274, -2.246], [1.938, -0.773, -1.733], [1.134, -0.604, -5.203], [-0.700, 0.816, -6.103], [-2.676, 2.208, -5.697], [-4.320, 3.142, -4.084], [-4.170, 2.564, -1.696], [-1.477, 2.695, 4.546], [-1.304, 3.279, 3.351], [-1.049, 4.578, 3.566], [-2.448, 3.187, 2.675], [0.098, 2.454, 2.478], [-0.313, 1.070, 2.456], [1.259, 2.801, 3.241], [-0.067, 3.212, 1.130], [0.787, 3.486, -0.130], [0.563, 2.604, -1.238], [2.148, 3.917, 0.102], [-0.077, 5.034, -0.638], [0.409, 5.439, -1.824], [-1.389, 4.854, -0.772], [0.122, 6.027, 0.238], [2.796, -2.704, 4.227], [0.919, -2.447, 4.336], [0.294, -2.600, 5.570], [-1.057, -2.421, 5.701], [-1.856, -2.655, 7.418], [-1.848, -2.072, 4.582], [-3.242, -1.844, 4.617], [-3.911, -1.509, 3.475], [-3.196, -1.399, 2.273], [-1.902, -1.607, 2.216], [-1.205, -1.927, 3.332], [0.235, -2.103, 3.155], [0.764, -1.955, 2.028], [0.891, -2.863, 6.433], [-3.765, -1.936, 5.560], [-4.976, -1.323, 3.478], [-3.685, -1.145, 1.339], [-3.125, -7.280, -2.878], [-2.699, -6.270, -2.358], [-3.588, -4.751, -2.284], [-2.369, -3.812, -1.428], [-1.228, -4.445, -1.106], [0.107, -3.785, -0.215], [-1.119, -6.135, -1.596], [-2.778, -2.141, -1.110], [5.388, -1.055, -0.903], [4.251, -0.660, -0.101], [3.634, 0.540, 0.020], [2.166, 0.619, 0.810], [4.165, 1.674, -0.483], [5.484, 1.933, -1.014], [5.471, -2.138, -0.834], [6.329, -0.626, -0.557], [5.252, -0.805, -1.958], [3.744, -1.382, 0.388], [3.552, 2.472, -0.343], [5.677, 1.419, -1.957], [6.275, 1.677, -0.304], [5.547, 3.003, -1.204]], "atomic_forces_ev_per_a": [[-0.1287, -0.6952, 0.0050], [-0.0128, -0.0029, -0.0122], [0.0576, -0.0049, -0.0018], [-0.0229, 0.0080, 0.0346], [-0.0083, -0.0020, 0.0213], [0.0010, 0.0269, -0.0827], [-0.0071, -0.0097, 0.0240], [0.0234, -0.0109, 0.0014], [-0.0336, 0.0093, -0.0102], [-0.0374, 0.0180, 0.0304], [0.0728, -0.0079, -0.0060], [0.0205, -0.0769, 0.0273], [0.0352, 0.2081, 0.1030], [-0.0057, -0.0049, -0.0102], [0.0038, 0.0018, -0.0014], [-0.0109, -0.0068, -0.0057], [0.0050, 0.0058, -0.0032], [0.0068, 0.0045, -0.0011], [-0.0013, 0.0022, -0.0003], [0.0012, 0.0027, -0.0025], [-0.0009, -0.0113, 0.0050], [0.0115, 0.0352, -0.0176], [0.0154, -0.0200, 0.0171], [-0.0102, -0.0181, -0.0237], [0.0108, -0.0100, 0.0371], [-0.0778, -0.0380, 0.2179], [0.0410, 0.1684, -0.1824], [-0.0054, 0.0089, 0.0518], [-0.1291, 0.0148, -0.0923], [0.0394, 0.0907, -0.0613], [-0.0468, 0.0092, -0.0425], [0.0834, 0.0215, -0.0213], [0.0473, -0.0129, -0.0211], [0.0050, 0.0170, 0.0038], [-0.0194, 0.0024, -0.0268], [-0.0120, 0.0040, 0.0306], [-0.0250, 0.0025, -0.0070], [0.0481, -0.0167, -0.0110], [-0.0274, -0.0046, 0.0294], [0.0196, 0.0010, -0.0298], [0.0041, 0.0053, -0.0019], [-0.0556, -0.0033, 0.0581], [0.0220, -0.0142, -0.0056], [0.0260, -0.0080, -0.0236], [-0.0348, -0.0511, -0.0064], [-0.0370, 0.2535, -0.0163], [0.0199, 0.0077, -0.0302], [-0.0127, -0.0172, 0.0238], [-0.0096, 0.1158, 0.0133], [-0.0005, -0.0025, -0.0011], [-0.0039, 0.0053, 0.0005], [-0.0020, -0.0033, 0.0046], [-0.0058, 0.0083, 0.0105], [-0.0015, -0.0017, 0.0131], [-0.0040, 0.0002, -0.0369], [0.0047, 0.0003, 0.0011], [0.0015, 0.0162, -0.0424], [0.0550, 0.0195, -0.0147], [-0.0117, 0.0670, -0.0011], [0.0015, -0.0115, -0.0061], [0.0374, 0.0695, 0.1038], [-0.0276, -0.0400, -0.0941], [0.0817, 0.0108, 0.1921], [0.0281, 0.2469, -0.2337], [0.0681, -0.3573, 0.1913], [-0.0786, -0.0634, -0.1172], [0.0523, 0.0336, 0.0619], [0.0013, -0.0007, -0.0006], [-0.0158, -0.0022, -0.0022], [-0.0109, 0.0029, 0.0071], [-0.0171, -0.0124, -0.0469], [0.0097, 0.0134, 0.0138], [-0.0044, 0.0104, 0.0124], [-0.0070, -0.0064, 0.0023], [0.0012, -0.0005, 0.0060]], "largest_force_ev_per_a": 0.71, "multiplicity": 1, "homo_lumo_gap_ev": 5.855, "e_above_lowest_kcal_mol": 2.56, "charge": -2, "e_tot_ev": -296976.4716, "homo_energy_ev": -2.0343}

=====

[5]
{"formula": "C15H26GaGeN4S", "method": "ωB97M-V/def2-TZVPD", "symbols": ["Ga", "N", "C", "S", "N", "N", "C", "C", "C", "C", "C", "C", "N", "H", "H", "H", "H", "H", "H", "H", "C", "C", "C", "C", "Ge", "C", "C", "C", "C", "H", "H", "H", "H", "H", "H", "H", "H", "H", "H", "H", "H", "H", "H", "H", "H", "H", "H", "H"], "xyz": [[-1.268, 2.346, 0.628], [2.339, 3.890, -0.497], [1.104, 3.649, -0.117], [0.712, 1.846, -0.027], [0.287, 4.638, 0.154], [-0.928, 4.227, 0.543], [-1.937, 4.945, 0.869], [-3.138, 4.171, 1.253], [-4.309, 4.770, 1.647], [-5.400, 3.970, 2.001], [-5.286, 2.590, 1.953], [-4.088, 2.030, 1.553], [-3.037, 2.798, 1.208], [3.002, 3.163, -0.715], [2.649, 4.854, -0.569], [-1.924, 6.031, 0.868], [-4.375, 5.850, 1.681], [-6.328, 4.432, 2.314], [-6.110, 1.944, 2.222], [-3.954, 0.958, 1.513], [2.607, -5.154, 1.891], [2.107, -3.718, 1.882], [1.005, -3.512, 0.819], [0.459, -2.045, 0.863], [-0.627, -2.392, -0.663], [-0.160, -2.362, -2.531], [0.923, -1.396, -3.011], [2.266, -1.551, -2.307], [3.353, -0.701, -2.953], [3.389, -5.274, 2.639], [3.030, -5.436, 0.925], [1.807, -5.854, 2.134], [2.922, -3.024, 1.667], [1.692, -3.446, 2.855], [0.208, -4.239, 1.012], [1.456, -3.745, -0.158], [1.271, -1.338, 0.721], [-0.079, -1.871, 1.791], [-1.917, -3.139, -0.323], [-1.111, -2.237, -3.057], [0.130, -3.406, -2.719], [0.568, -0.363, -2.926], [1.060, -1.573, -4.080], [2.567, -2.603, -2.326], [2.170, -1.275, -1.249], [3.557, -1.037, -3.969], [4.286, -0.756, -2.395], [3.050, 0.348, -3.013]], "atomic_forces_ev_per_a": [[-0.0875, 0.3391, 0.1087], [-0.0020, 0.0059, -0.0070], [0.0085, -0.0471, -0.0207], [-0.0246, -0.0216, 0.0130], [-0.0056, 0.0402, 0.0193], [0.0071, -0.0162, -0.0283], [0.0033, -0.0071, 0.0012], [-0.0190, 0.0282, 0.0075], [-0.0069, -0.0130, -0.0010], [0.0057, 0.0016, -0.0030], [-0.0034, -0.0090, 0.0007], [0.0122, 0.0038, 0.0205], [0.0237, 0.0503, 0.0027], [-0.0001, 0.0000, 0.0046], [-0.0048, 0.0019, 0.0000], [0.0090, 0.0004, 0.0036], [0.0017, 0.0007, -0.0033], [-0.0020, -0.0018, -0.0006], [-0.0004, 0.0015, 0.0047], [-0.0053, -0.0026, -0.0164], [0.0152, -0.0030, 0.0013], [-0.0243, 0.0156, -0.0076], [0.0503, 0.0104, 0.0273], [0.0571, -0.0550, 0.0033], [0.1155, -0.4305, -0.1141], [0.0074, 0.0143, 0.0167], [-0.0094, 0.0095, -0.0089], [0.0054, -0.0145, -0.0096], [0.0004, 0.0067, 0.0094], [-0.0016, 0.0012, 0.0030], [-0.0024, 0.0017, -0.0005], [-0.0017, 0.0015, -0.0022], [0.0011, 0.0010, 0.0106], [0.0099, -0.0064, 0.0054], [-0.0089, 0.0076, -0.0156], [-0.0335, -0.0176, -0.0083], [-0.0323, 0.0429, 0.0221], [-0.0159, 0.0236, -0.0123], [-0.0380, 0.0364, -0.0052], [0.0120, 0.0013, -0.0229], [-0.0145, -0.0043, 0.0051], [0.0186, 0.0043, 0.0084], [-0.0211, 0.0029, -0.0023], [0.0099, 0.0037, -0.0109], [-0.0081, -0.0087, 0.0039], [-0.0082, 0.0072, -0.0043], [0.0037, -0.0087, -0.0068], [0.0038, 0.0015, 0.0086]], "largest_force_ev_per_a": 0.46, "multiplicity": 1, "homo_lumo_gap_ev": 7.248, "e_above_lowest_kcal_mol": 0.00, "charge": 3, "e_tot_ev": -141635.9490, "homo_energy_ev": -18.5645}